The following is a quantum chemistry calculation of C39H59Cl3CsN3O4PS3Se2 as an isolated structure in a non-equilibrium geometry, from the OMol25 dataset.

XYZ file:
```
115
C39H59Cl3CsN3O4PS3Se2 the ωB97M-V functional and the def2-TZVPD basis
Cs 0.4132 1.2933 1.0884
Cl 2.8161 4.6288 8.3423
C 2.7233 3.6487 6.9350
C 1.7279 2.7226 6.6969
C 1.5811 2.3249 5.3818
Cl 0.0703 1.6652 4.9728
C 2.4141 2.6403 4.2658
O 2.1811 2.3386 3.0645
C 3.6219 3.3219 4.7183
Cl 4.8692 3.6007 3.6411
C 3.7295 3.8227 5.9987
H 1.0597 2.3167 7.4794
H 4.5753 4.4302 6.2407
C 6.5242 -0.2188 -1.4266
Se 5.3556 0.7458 -0.1573
C 5.1024 2.3909 -1.2223
C 4.6328 2.2885 -2.6751
Se 2.7259 1.8395 -2.7818
C 2.7139 1.0873 -4.5841
H 7.1843 0.4525 -1.9602
H 5.8912 -0.7463 -2.0988
H 7.1366 -0.9378 -0.8766
H 6.1030 2.8835 -1.1650
H 4.3959 2.9664 -0.6318
H 5.2048 1.6265 -3.3542
H 4.6435 3.2970 -3.1021
H 3.0828 1.8136 -5.3173
H 1.6775 0.8470 -4.8013
H 3.2944 0.1629 -4.5832
C -4.9760 2.1557 -0.2048
S -5.0469 2.5086 1.5803
C -3.9477 3.8630 1.9432
H -5.4425 3.0003 -0.7460
H -5.5824 1.2831 -0.3154
H -3.9330 1.9975 -0.5296
H -3.8224 3.9125 3.0213
H -4.4642 4.7888 1.6082
H -2.9767 3.8162 1.4451
O 0.2386 -2.4219 0.9963
P -0.7339 -3.5676 0.7798
C -2.1040 -3.5913 2.0295
C -3.2848 -4.5591 1.7661
C -4.6269 -3.8638 1.7797
C -4.8215 -3.2135 3.1389
C -3.6943 -2.2050 3.4722
C -2.6362 -2.1961 2.3606
C 0.1819 -5.2133 1.0200
C 1.4977 -5.1050 0.1623
C 2.7818 -5.3696 0.9581
C 2.8834 -4.5707 2.2717
C 1.6311 -4.7677 3.1529
C 0.4839 -5.5209 2.5046
C -1.4973 -3.4819 -0.9377
C -0.6469 -2.6593 -1.9005
C -0.0238 -3.4363 -3.0890
C -1.1857 -4.0559 -3.8936
C -1.9702 -5.0270 -3.0649
C -2.0127 -4.8208 -1.5195
H -1.5806 -3.9656 2.9127
H -3.2980 -5.2936 2.6041
H -3.1863 -5.1334 0.8153
H -5.4446 -4.5747 1.6002
H -4.6766 -3.0956 0.9788
H -4.8340 -3.9990 3.8943
H -5.8256 -2.6810 3.1996
H -3.2843 -2.4737 4.4543
H -4.1367 -1.1850 3.5910
H -1.8407 -1.5566 2.7184
H -3.1068 -1.6834 1.4874
H -0.4876 -6.0225 0.6256
H 1.5199 -4.1428 -0.3451
H 1.4730 -5.8395 -0.6555
H 3.6574 -5.1884 0.2783
H 2.8012 -6.4547 1.2234
H 3.0981 -3.4604 2.0775
H 3.7763 -4.8841 2.8258
H 1.2637 -3.7636 3.5527
H 1.8588 -5.3774 4.0627
H -0.4262 -5.4121 3.1577
H 0.7024 -6.5979 2.5574
H -2.3738 -2.8465 -0.7052
H 0.1991 -2.1335 -1.3867
H -1.3126 -1.8517 -2.3255
H 0.6203 -4.2187 -2.7299
H 0.5872 -2.7309 -3.7060
H -0.8118 -4.4703 -4.8480
H -1.8420 -3.2294 -4.2737
H -1.5632 -6.0403 -3.2107
H -3.0155 -5.0591 -3.4126
H -1.4576 -5.6678 -1.0574
H -3.0583 -4.9100 -1.2235
N 0.5447 6.0307 -7.0015
C -0.1473 5.7807 -5.8540
C -1.4173 5.1112 -5.8553
C -2.0132 4.8158 -4.6501
C -1.3531 5.0926 -3.4424
C -0.0938 5.7198 -3.4300
C 0.4650 6.0360 -4.6456
S -2.0705 4.4306 -1.9827
O -2.8532 5.4387 -1.2550
O -2.8101 3.2959 -2.4364
N -0.7660 3.8768 -1.0994
C -0.3087 4.6051 -0.1286
S -1.0865 6.1329 0.4162
C 0.1479 6.3469 1.5500
C 1.0229 5.2682 1.4904
N 0.7729 4.2799 0.6358
H 0.0196 5.9251 -7.8528
H 1.1980 6.8294 -7.0234
H -1.8991 4.7974 -6.7705
H -2.9607 4.2935 -4.5583
H 0.3893 5.9629 -2.4670
H 1.4445 6.5810 -4.6351
H 0.1569 7.2047 2.2623
H 1.9033 5.1556 2.1187
```

## Properties
**Net charge**: -1
**Energy above the lowest of the compared OMol25 structures with the same formula, charge and spin**: 0.000 eV
**HOMO energy**: -0.14806 hartree
**Gap between HOMO and LUMO**: 5.74 eV
**M**: 1158.28 g mol⁻¹

Atomic partial charges in e from the Mulliken method, atoms 1 to 2:
1 Cs 0.810
2 Cl -0.277

---

The following is a quantum chemistry calculation of a 2-piece molecular cluster, C10H10N2 overall in a non-equilibrium geometry, from the OMol25 dataset.

XYZ file:
```
22
C10H10N2 the ωB97M-V functional and the def2-TZVPD basis
C -0.9253 -1.5238 1.7658
C -1.6971 -0.7545 0.9865
C -1.5414 0.7689 1.2154
N -0.6811 1.3728 2.0317
C 0.0844 0.4608 2.7173
C -0.1123 -0.8682 2.7745
H -0.5438 -2.6498 1.5641
H -2.3142 -1.0211 0.1387
H -2.2971 1.3706 0.5213
H 0.7503 0.8460 3.5302
H 0.3347 -1.6372 3.5619
C 1.6824 0.5602 -2.6373
C 1.9156 -0.3089 -1.5604
C 0.8445 -0.5680 -0.7368
N -0.3859 -0.0355 -0.9082
C -0.5786 0.7739 -1.9713
C 0.4375 1.1433 -2.8855
H 2.5059 0.8656 -3.2258
H 2.9088 -0.7028 -1.3873
H 1.0156 -1.1266 0.2353
H -1.5619 1.2085 -2.0514
H 0.1589 1.8260 -3.6787
```

## Properties
**Energy above the lowest of the compared OMol25 structures with the same formula, charge and spin**: 3.526 eV
**HOMO energy**: -0.30669 hartree
**Gap between HOMO and LUMO**: 9.12 eV
**M**: 158.20 g mol⁻¹
**SMILES string**: c1ccncc1.c1ccncc1

Atomic partial charges in e from the Mulliken method, atoms 1 to 2:
1 C -0.310
2 C -0.078

---

The following is a quantum chemistry calculation of H2OSn as an isolated structure in a non-equilibrium geometry, from the OMol25 dataset.

XYZ file:
```
4
H2OSn the ωB97M-V functional and the def2-TZVPD basis
Sn -1.4415 1.5330 0.8402
O 0.2652 -0.5380 0.0474
H 1.0167 0.0629 -0.1113
H 0.1595 -1.0579 -0.7763
```

## Properties
**Net charge**: +2
**Energy above the lowest of the compared OMol25 structures with the same formula, charge and spin**: 0.865 eV
**HOMO energy**: -0.83453 hartree
**Gap between HOMO and LUMO**: 9.05 eV
**M**: 136.73 g mol⁻¹

Atomic partial charges in e from the Mulliken method, atoms 1 to 2:
1 Sn 1.821
2 O -0.659

---

The following is a quantum chemistry calculation of one molecule with the formula C4H10O2 in a non-equilibrium geometry, from the OMol25 dataset.

XYZ file:
```
16
C4H10O2 the ωB97M-V functional and the def2-TZVPD basis
C -1.1434 -0.9189 -1.2115
O -1.0895 0.4163 -0.8064
C 0.0978 0.5798 -0.0909
C 0.0797 2.0303 0.4361
C 0.5001 -0.7500 0.9760
O 1.6859 -1.3578 0.4784
H -2.1630 -1.1519 -1.5216
H -0.4270 -1.1303 -2.0211
H -0.8088 -1.4614 -0.3120
H 0.9683 0.4296 -0.7443
H 0.3357 2.7732 -0.3394
H 0.8065 2.1541 1.2382
H -0.9166 2.3115 0.7977
H 0.7494 -0.2436 1.8964
H -0.1428 -1.5946 1.3453
H 1.4677 -2.0864 -0.1208
```

## Properties
**Energy above the lowest of the compared OMol25 structures with the same formula, charge and spin**: 2.502 eV
**HOMO energy**: -0.35003 hartree
**Gap between HOMO and LUMO**: 10.44 eV
**M**: 90.12 g mol⁻¹
**SMILES string**: CO[C@@H](C)CO

Atomic partial charges in e from the Mulliken method, atoms 1 to 2:
1 C -0.543
2 O -0.381

---

The following is a quantum chemistry calculation of an isolated ion of composition C4H11N4 and charge +1 in a non-equilibrium geometry, from the OMol25 dataset.

XYZ file:
```
19
C4H11N4 the ωB97M-V functional and the def2-TZVPD basis
C -0.0273 0.9986 0.7956
C 0.5991 -0.5118 -1.0337
C -0.2375 1.7503 1.9646
C -1.5305 -1.6917 -0.6674
N -1.3862 0.7305 -1.1899
N 0.8076 0.2418 0.1984
N 2.2509 0.2987 0.4668
N -0.8432 -0.5312 -1.3072
H 1.0503 -0.0636 -1.9150
H 0.8072 -1.6234 -0.9223
H -1.2343 1.4435 2.2423
H -0.1306 2.8219 1.7953
H 0.5356 1.3107 2.7010
H -1.5081 -1.3731 0.3466
H -2.4815 -1.6724 -1.0941
H -1.0839 -2.6736 -0.6922
H 2.8374 0.1280 -0.3530
H 2.4849 1.0144 1.0095
H -0.9098 -0.5977 -2.3452
```

## Properties
**Net charge**: +1
**Energy above the lowest of the compared OMol25 structures with the same formula, charge and spin**: 9.495 eV
**HOMO energy (spin up / spin down)**: -0.46526 / -0.45256 hartree
**Gap between HOMO and LUMO (spin up / spin down)**: 7.82 / 8.27 eV
**M**: 115.16 g mol⁻¹

Atomic partial charges in e from the Mulliken method, atoms 1 to 2:
1 C 0.385
2 C -0.638

---

The following is a quantum chemistry calculation of C2H4BrI as an isolated structure in a non-equilibrium geometry, from the OMol25 dataset.

XYZ file:
```
8
C2H4BrI the ωB97M-V functional and the def2-TZVPD basis
C -0.0399 -1.1946 0.8496
C -0.1031 1.4334 -0.4362
Br 0.6714 -1.9590 -0.7392
I -0.4881 0.8418 -2.3518
H -0.6630 -2.0111 1.2575
H 0.6629 -0.5374 1.3549
H 0.8773 1.6983 -0.1408
H -0.9176 1.7284 0.2060
```

## Properties
**Energy above the lowest of the compared OMol25 structures with the same formula, charge and spin**: 4.313 eV
**HOMO energy (spin up / spin down)**: -0.31964 / -0.30192 hartree
**Gap between HOMO and LUMO (spin up / spin down)**: 8.48 / 7.85 eV
**M**: 234.86 g mol⁻¹

Atomic partial charges in e from the Mulliken method, atoms 1 to 2:
1 C -0.580
2 C -0.989